Record 1
{
  "formula": "C36H41B2F9N7O5S3SeSr",
  "method": "ωB97M-V with the def2-TZVPD basis set",
  "elements": ["Sr", "Se", "S", "S", "S", "F", "F", "F", "F", "F", "F", "F", "F", "F", "O", "O", "O", "O", "O", "N", "N", "N", "N", "N", "N", "N", "C", "C", "C", "C", "C", "C", "C", "C", "C", "C", "C", "C", "C", "C", "C", "C", "C", "C", "C", "C", "C", "C", "C", "C", "C", "C", "C", "C", "C", "C", "C", "C", "C", "C", "C", "C", "B", "B", "H", "H", "H", "H", "H", "H", "H", "H", "H", "H", "H", "H", "H", "H", "H", "H", "H", "H", "H", "H", "H", "H", "H", "H", "H", "H", "H", "H", "H", "H", "H", "H", "H", "H", "H", "H", "H", "H", "H", "H", "H"],
  "positions_angstrom": [[0.6352, 0.0153, -0.3209], [-0.8824, -0.1458, -4.4376], [-3.0916, 0.2600, -0.8516], [-0.4866, -0.2753, 3.4394], [3.8560, -0.2653, -0.5204], [2.7661, -1.3677, -3.9243], [0.4675, -2.7944, -5.2007], [3.0455, -1.3071, -8.7867], [2.0171, 1.1800, -8.5472], [2.2769, -3.2861, -7.1173], [0.9887, 4.2636, 2.6704], [4.3842, 0.1354, -3.3237], [2.3840, 3.8648, 0.8608], [0.1980, 1.6971, -6.6454], [-1.7030, -0.2023, -1.2373], [2.1488, 0.8446, -3.4489], [0.1156, 3.1606, 0.8439], [2.8617, -0.7522, -1.6813], [1.8284, 2.1657, 2.3826], [-0.8163, -0.3332, 1.8780], [3.1640, -1.4066, 0.5592], [0.4180, 2.5714, -0.3700], [1.6555, 1.4631, -2.3317], [6.4530, -0.4491, -0.6134], [2.1128, 1.0563, 1.6976], [5.2619, -2.2379, -1.6372], [-1.5261, 3.3817, 4.7062], [7.5648, -1.0437, -0.9466], [-1.2560, -1.6713, 4.2692], [1.6287, 0.2215, -7.7155], [0.6995, 0.4694, -6.7300], [-4.0250, 0.1916, -2.3925], [0.7584, 3.3616, -1.3128], [1.4789, 3.3723, -3.8332], [-3.5197, 2.0284, 4.7944], [-4.8950, -0.7263, 1.0420], [2.7035, -2.2740, 2.7252], [-3.8113, -1.1390, 0.0518], [-1.2515, -1.7198, 5.6585], [0.7175, 4.8494, -1.2701], [-6.4330, -0.6535, -2.2642], [-2.8830, 3.2557, 4.9571], [1.7559, -2.0709, -6.9865], [5.3007, -1.0453, -0.9478], [2.9344, -1.1228, 1.7961], [-5.3106, -1.9018, 1.9182], [1.2915, 2.6739, -2.5297], [3.3289, 0.5027, 3.7619], [2.1580, -1.0562, -7.8412], [0.8287, -1.8034, -6.0029], [0.2765, -0.5272, -5.8375], [-5.5057, 0.5551, -2.2168], [-1.4340, 1.0625, 4.1359], [-2.2779, -3.8932, 5.5498], [2.8211, 0.2287, 2.3852], [-0.7900, 2.2787, 4.2960], [-2.2649, -3.8378, 4.1647], [-1.7461, -2.7224, 3.5170], [7.6039, -2.2898, -1.6409], [-2.7984, 0.9238, 4.3778], [6.4181, -2.8492, -1.9862], [-1.7688, -2.8347, 6.2954], [3.0658, -0.2519, -3.1727], [1.3329, 3.4097, 1.6453], [-3.4531, 4.1170, 5.2790], [2.5397, 0.3475, 4.5029], [-4.5145, 0.0909, 1.6630], [-1.0302, 4.3369, 4.8088], [-2.6557, -4.6635, 3.5846], [-3.2872, -0.0362, 4.2581], [-1.7782, -0.0186, 1.7515], [-7.4729, -0.3560, -2.1339], [-4.5785, 1.9348, 4.9961], [2.4863, 3.1865, -4.2047], [-4.1439, -1.8909, -0.6652], [-0.8655, -0.8900, 6.2387], [-1.7790, -2.8794, 7.3762], [-5.7817, 1.2580, -3.0025], [-3.8749, -0.8076, -2.8062], [8.4860, -0.5399, -0.6795], [-5.6446, 1.1059, -1.2809], [1.8408, -2.0974, 3.3683], [-1.7136, -2.6611, 2.4362], [1.3096, 4.4407, -3.7485], [0.7882, 2.9607, -4.5699], [-6.1976, -1.3796, -1.4840], [8.5347, -2.7648, -1.9051], [6.3274, -3.7713, -2.5417], [2.5848, -3.1969, 2.1642], [3.6374, 1.5433, 3.8346], [0.2630, 2.3788, 4.0713], [-5.7659, -0.3328, 0.5163], [0.1015, 5.2211, -2.0908], [4.3698, -2.5701, -1.9829], [4.1670, -0.1467, 4.0090], [-2.9498, -1.5437, 0.5887], [1.7215, 5.2578, -1.3902], [-5.7050, -2.7225, 1.3161], [3.5748, -2.3701, 3.3788], [0.3103, 5.1915, -0.3248], [-3.4990, 0.9006, -3.0332], [-6.3517, -1.1670, -3.2231], [-2.6818, -4.7615, 6.0525], [-4.4627, -2.2850, 2.4903], [-6.0856, -1.6067, 2.6248]],
  "forces_ev_per_a": [[-0.789, 0.177, -0.084], [0.023, -0.060, 0.039], [-0.150, -0.010, -0.014], [0.036, 0.176, -0.012], [0.094, -0.104, -0.297], [0.015, 0.054, 0.016], [0.028, -0.057, 0.033], [0.052, -0.014, -0.039], [0.029, 0.073, -0.060], [0.036, -0.080, -0.009], [-0.001, -0.019, -0.019], [-0.002, -0.036, 0.119], [0.005, -0.005, -0.030], [0.018, 0.065, 0.019], [0.388, -0.044, 0.104], [-0.083, -0.240, -0.036], [0.050, -0.040, -0.020], [0.176, 0.288, 0.133], [0.040, -0.058, -0.014], [0.137, -0.015, -0.119], [0.042, -0.338, 0.142], [0.003, 0.005, 0.068], [0.013, 0.210, 0.006], [-0.153, 0.007, 0.029], [0.100, 0.072, 0.160], [-0.267, -0.041, -0.025], [-0.014, 0.008, -0.006], [0.102, 0.054, 0.022], [0.015, -0.007, 0.003], [-0.015, -0.106, 0.040], [-0.089, -0.104, 0.102], [0.020, 0.025, 0.064], [-0.025, -0.082, -0.094], [-0.049, -0.006, 0.024], [0.011, 0.034, 0.002], [0.026, 0.038, -0.008], [0.012, -0.012, 0.010], [0.014, 0.029, -0.013], [0.018, 0.004, 0.024], [-0.012, 0.033, 0.056], [-0.008, -0.043, 0.016], [0.002, -0.017, -0.003], [-0.007, 0.048, -0.013], [0.246, 0.027, 0.029], [0.040, 0.168, -0.124], [-0.006, -0.026, 0.008], [0.047, -0.041, -0.007], [-0.016, -0.010, 0.060], [-0.041, 0.020, 0.041], [-0.107, 0.118, 0.033], [0.118, 0.087, -0.146], [0.023, 0.023, 0.023], [-0.068, -0.015, -0.007], [0.005, 0.015, -0.041], [-0.021, -0.070, 0.019], [0.062, -0.004, -0.024], [-0.008, -0.017, 0.032], [0.005, 0.017, -0.040], [-0.128, -0.097, -0.051], [-0.012, -0.038, -0.003], [0.186, -0.003, 0.002], [-0.018, -0.018, 0.006], [-0.055, 0.032, 0.001], [-0.029, 0.041, 0.051], [-0.004, -0.003, 0.001], [-0.004, 0.023, -0.014], [-0.009, -0.010, 0.008], [0.002, -0.001, 0.006], [0.000, 0.001, -0.002], [0.009, 0.004, 0.001], [-0.034, -0.123, -0.049], [0.007, 0.019, 0.000], [-0.002, -0.003, -0.001], [0.000, -0.008, -0.002], [0.000, -0.010, 0.004], [0.005, 0.006, -0.012], [0.002, 0.006, -0.002], [-0.006, -0.023, -0.022], [0.004, -0.021, -0.001], [-0.017, 0.010, 0.014], [0.001, 0.003, -0.015], [-0.007, 0.003, 0.000], [0.002, -0.003, -0.005], [0.005, 0.000, -0.010], [-0.032, -0.020, -0.047], [-0.017, 0.005, -0.002], [0.017, 0.022, 0.010], [-0.019, 0.002, -0.001], [0.000, 0.005, -0.004], [-0.001, 0.003, -0.028], [-0.013, -0.005, 0.013], [-0.005, 0.012, -0.015], [-0.008, 0.005, 0.008], [0.023, 0.007, 0.004], [-0.002, 0.001, -0.001], [0.026, 0.000, -0.034], [0.005, -0.007, 0.004], [0.000, 0.006, -0.003], [-0.002, -0.021, 0.002], [0.005, -0.011, -0.002], [-0.001, 0.031, 0.025], [0.007, 0.013, -0.007], [0.001, -0.002, 0.002], [0.002, 0.010, -0.001], [-0.001, 0.004, -0.002]],
  "lowdin_charge": [1.4440, 0.9579, 0.9584, 1.0286, 1.1561, 0.1776, 0.0991, 0.1596, 0.1411, 0.1386, 0.1690, 0.1625, 0.1627, 0.0871, -0.7261, 0.0190, 0.0240, -0.3722, 0.0055, -0.4066, -0.1104, -0.0371, 0.0026, 0.0953, 0.0072, 0.1170, -0.0395, -0.0947, -0.4106, -0.1374, -0.2496, -0.3501, -0.2437, 0.0195, -0.0632, -0.2930, 0.0019, -0.3393, -0.0806, 0.0073, -0.0987, -0.0547, -0.1429, -0.4899, -0.3577, -0.0862, -0.2288, 0.0070, -0.1165, -0.2733, -0.5225, -0.2753, -0.3805, -0.0651, -0.3157, -0.0574, -0.0701, -0.0990, -0.0213, -0.0816, -0.0388, -0.0599, -1.1359, -1.1159, 0.1116, 0.0921, 0.1004, 0.1190, 0.1111, 0.1106, -0.0212, 0.0823, 0.1100, 0.1045, 0.1008, 0.1202, 0.1131, 0.1123, 0.0976, 0.1202, 0.0983, 0.0735, 0.0894, 0.0770, 0.0805, 0.0566, 0.1109, 0.1404, 0.0939, 0.1004, 0.0972, 0.0927, 0.0950, 0.1569, 0.0888, 0.0675, 0.1097, 0.0825, 0.1023, 0.0919, 0.0698, 0.0840, 0.1107, 0.0571, 0.0815],
  "lumo_ha": [-0.12691, -0.15244],
  "homo_energy_ev": [-10.7, -9.3],
  "charge": 1,
  "e_above_lowest_kj_mol": 343.2,
  "mol_weight_g_mol": 1107.15,
  "homo_lumo_gap_ev": [7.30, 5.18],
  "max_force_ev_per_a": 0.8,
  "total_energy_ha": -6731.10453
}

---

Record 2
{
  "formula": "C8H18AlF3I2OP2",
  "method": "ωB97M-V with the def2-TZVPD basis set",
  "elements": ["I", "I", "P", "P", "Al", "F", "F", "F", "O", "C", "C", "C", "C", "C", "C", "C", "C", "H", "H", "H", "H", "H", "H", "H", "H", "H", "H", "H", "H", "H", "H", "H", "H", "H", "H"],
  "positions_angstrom": [[-2.0829, -1.1283, -2.3926], [1.1649, 1.9311, 0.2542], [1.6951, -0.3026, -1.5438], [-1.4398, 0.5661, 1.6995], [0.1838, -0.2498, 0.2143], [1.8611, -2.4876, 0.9662], [-0.2556, -2.9838, 0.5760], [0.3815, -2.0723, 2.4823], [-1.7158, 1.2362, -1.6115], [-2.5628, 1.7583, 0.8570], [-2.6935, -0.6587, 1.9694], [1.0881, 0.7291, -2.9344], [-1.2723, 0.1961, -1.1327], [-1.0628, 1.3706, 3.2195], [0.5857, -2.0333, 1.1344], [1.5784, -1.8489, -2.3784], [3.3850, 0.1327, -1.3508], [3.9575, -0.3994, -2.1039], [-0.1776, 0.9196, 3.6590], [-1.9703, 2.6122, 0.5029], [-1.8868, 1.2453, 3.9095], [-3.3171, -0.8301, 1.0750], [0.0785, 0.3943, -3.2222], [2.4104, -1.8607, -3.0739], [-3.3548, 2.0505, 1.6246], [-0.8750, 2.4275, 3.0822], [1.6452, -2.6901, -1.6848], [3.7399, -0.1796, -0.3477], [-2.2186, -1.6158, 2.3023], [1.8217, 0.6084, -3.7511], [3.5436, 1.2074, -1.4456], [-3.3253, -0.2649, 2.8000], [-3.0433, 1.2721, -0.0070], [1.0056, 1.7867, -2.5829], [0.6023, -1.9325, -2.9654]],
  "forces_ev_per_a": [[-1.728, -2.754, -1.595], [1.539, 2.704, 0.674], [0.113, 1.303, -3.046], [-2.566, 0.556, -0.928], [-1.142, -1.496, 2.258], [-0.593, 0.329, -0.280], [0.554, 0.723, 0.348], [-0.199, 0.375, -0.972], [1.802, -1.908, 1.428], [-0.305, 0.286, 0.646], [-0.261, -1.608, 1.351], [-0.249, 0.981, 0.718], [-0.740, 3.708, -1.544], [1.058, -0.016, 0.802], [0.288, -1.220, 0.356], [-1.435, -1.895, -0.290], [1.252, -0.172, 1.252], [0.148, -0.087, -0.122], [0.109, -0.001, 0.259], [-0.523, 0.102, 0.161], [-0.283, -0.041, 0.110], [0.357, 0.067, 0.393], [0.764, 0.153, -0.280], [0.219, -0.145, -0.203], [1.121, -0.173, -1.020], [0.038, 0.220, -0.137], [0.132, -0.121, -0.254], [0.005, 0.127, -0.539], [-0.673, 0.616, -0.201], [-0.440, 0.127, 0.239], [-0.121, -0.102, -0.052], [0.189, -0.497, -0.629], [-0.143, 0.476, 0.931], [0.250, -0.780, -0.719], [1.459, 0.162, 0.887]],
  "lowdin_charge": [1.3980, 1.0976, 0.6645, 0.7171, -0.3821, 0.0737, 0.0513, 0.0838, -0.0578, -0.2208, -0.2206, -0.2339, -0.9518, -0.2080, -0.5655, -0.2097, -0.2500, 0.0813, 0.0704, 0.0496, 0.0797, 0.0713, -0.0018, 0.0833, 0.1164, 0.0679, 0.0702, 0.0881, 0.0731, 0.0967, 0.0570, 0.0882, 0.0425, 0.0401, 0.0401],
  "lumo_ha": [-0.39465, -0.41273],
  "homo_energy_ev": [-16.5, -16.4],
  "charge": 2,
  "e_above_lowest_kj_mol": 288.2,
  "mol_weight_g_mol": 529.96,
  "homo_lumo_gap_ev": [5.78, 5.18],
  "max_force_ev_per_a": 4.1,
  "total_energy_ha": -2210.30494
}

---

What is the formula in the second record?
C8H18AlF3I2OP2